{
  "formula": "C40H40N5O2ReS2",
  "method": "ωB97M-V with the def2-TZVPD basis set",
  "species": ["Re", "C", "N", "C", "C", "C", "C", "C", "C", "C", "C", "H", "H", "H", "H", "H", "H", "H", "H", "H", "H", "H", "H", "O", "S", "O", "N", "C", "C", "C", "C", "C", "C", "C", "C", "N", "C", "C", "C", "C", "C", "C", "C", "H", "H", "H", "H", "H", "H", "H", "H", "H", "H", "H", "S", "C", "C", "C", "N", "C", "C", "C", "C", "C", "N", "C", "C", "H", "H", "H", "H", "H", "H", "H", "H", "C", "C", "C", "C", "C", "C", "H", "H", "H", "H", "H", "H", "H", "H", "H"],
  "coordinates": [[0.8651, -0.5103, 0.7359], [3.0359, -2.2163, 2.3894], [2.5819, -0.8130, 2.2513], [2.4224, -0.2616, 3.6146], [3.6997, -0.0487, 1.6094], [3.8205, -0.5158, 0.1972], [5.0414, -0.6460, -0.4486], [5.0803, -1.1079, -1.7547], [3.8957, -1.4543, -2.3899], [2.6808, -1.3390, -1.7283], [2.6102, -0.8684, -0.4099], [4.0168, -2.2254, 2.8726], [3.1118, -2.6811, 1.4105], [2.3471, -2.7678, 3.0163], [3.3758, -0.3480, 4.1425], [1.6723, -0.8234, 4.1650], [2.1423, 0.7876, 3.5731], [4.6171, -0.1997, 2.1876], [3.4362, 1.0082, 1.6658], [5.9587, -0.3890, 0.0674], [6.0266, -1.2102, -2.2680], [3.9181, -1.8282, -3.4055], [1.7747, -1.6335, -2.2413], [1.3792, 1.7480, 1.1251], [0.2524, 2.0158, 2.0711], [0.5708, 2.6688, 3.3023], [-0.2949, 0.5406, 2.2089], [-0.8178, -0.0400, 3.3493], [-1.4081, 0.5414, 4.4396], [-1.9109, -0.2796, 5.4731], [-1.8243, -1.6414, 5.4100], [-1.1866, -2.2573, 4.3048], [-1.0196, -3.6506, 4.1715], [-0.3539, -4.1405, 3.0855], [0.1582, -3.2531, 2.1272], [0.0281, -1.9404, 2.2087], [-0.6675, -1.4429, 3.2864], [-0.9332, 2.9763, 1.1976], [-0.5841, 3.6172, 0.0204], [-1.5372, 4.3880, -0.6309], [-2.8129, 4.5075, -0.1031], [-3.1484, 3.8639, 1.0818], [-2.2055, 3.0969, 1.7432], [-1.4751, 1.6167, 4.5274], [-2.3772, 0.1933, 6.3262], [-2.2246, -2.2626, 6.1994], [-1.4154, -4.3125, 4.9310], [-0.2007, -5.2003, 2.9468], [0.6947, -3.6277, 1.2718], [0.4207, 3.5308, -0.3659], [-1.2764, 4.9040, -1.5443], [-3.5483, 5.1153, -0.6119], [-4.1422, 3.9663, 1.4946], [-2.4627, 2.5941, 2.6658], [-1.8264, 2.2021, -4.7489], [-1.1247, 1.5753, -3.2346], [-1.9028, 0.8459, -2.3464], [-1.3124, 0.2897, -1.2301], [-0.0070, 0.4437, -0.9572], [0.7426, 1.1769, -1.7950], [0.2207, 1.7423, -2.9414], [-1.9711, 3.9244, -4.3059], [-3.1821, 4.4287, -3.8586], [-3.2562, 5.7792, -3.5452], [-2.2295, 6.6160, -3.6415], [-1.0782, 6.1235, -4.0887], [-0.8977, 4.7932, -4.4405], [-2.9560, 0.6904, -2.5295], [-1.8791, -0.3105, -0.5328], [1.7879, 1.2789, -1.5447], [0.8740, 2.2877, -3.6073], [-4.0478, 3.7889, -3.7607], [-4.1910, 6.2056, -3.1996], [-0.2580, 6.8258, -4.1776], [0.0531, 4.4509, -4.8247], [-2.3456, -3.8271, -1.9705], [-0.8152, -3.9216, -1.9796], [-0.2873, -3.6500, -3.3939], [-0.3791, -5.3203, -1.5261], [-0.2596, -2.9122, -1.0646], [0.2022, -2.0782, -0.3114], [-2.7682, -4.5752, -2.6425], [-2.6757, -2.8426, -2.3036], [-2.7417, -4.0009, -0.9695], [-0.7243, -4.3606, -4.0965], [0.7974, -3.7547, -3.4308], [-0.5477, -2.6417, -3.7181], [-0.7457, -6.0722, -2.2259], [-0.7837, -5.5531, -0.5395], [0.7078, -5.3926, -1.4819]],
  "multiplicity": 2,
  "fmax_ha_per_bohr": 0.038,
  "e_above_lowest_kcal_mol": 0.0,
  "total_energy_ev": -77468.6396,
  "total_charge": 1,
  "s_squared": 0.76,
  "orbital_gap_ev": [7.1912, 6.2347],
  "lumo_energy_ha": [-0.1118, -0.1382]
}



{
  "formula": "C5H25N3O5",
  "method": "ωB97M-V with the def2-TZVPD basis set",
  "species": ["C", "N", "C", "C", "C", "N", "C", "N", "H", "H", "H", "H", "H", "H", "H", "H", "H", "H", "H", "H", "H", "H", "H", "H", "H", "O", "H", "H", "O", "H", "H", "O", "H", "H", "O", "H", "H", "O"],
  "coordinates": [[0.8047, 1.2470, -2.0594], [0.4402, 1.0109, -0.6444], [-0.3982, -0.1734, -0.3857], [-0.9306, -0.1423, 1.0481], [0.0832, -0.4286, 2.1406], [0.4932, -1.7981, 2.0143], [-1.5995, -0.4256, -1.3759], [-1.2672, -1.5393, -2.2496], [-0.0226, 1.0870, -2.7462], [1.5803, 0.5325, -2.3499], [1.2612, 2.2312, -2.0997], [0.0012, 1.8642, -0.3115], [0.2828, -1.0168, -0.4917], [-1.6775, 0.6421, 1.1285], [-1.5890, -1.0200, 1.0620], [0.9043, 0.2782, 2.2496], [-0.4544, -0.4416, 3.0830], [0.9606, -2.0068, 1.1563], [1.0162, -2.1447, 2.8009], [-1.5421, 0.5116, -1.9288], [-2.5642, -0.4677, -0.8726], [-1.4750, -1.3996, -3.2223], [-1.5914, -2.4270, -1.8999], [3.3083, -2.1451, 0.3371], [3.7274, -0.8749, 1.0411], [4.0231, -1.7716, 0.8651], [-1.8947, 1.0462, 3.1256], [-2.5595, 2.4824, 2.8065], [-2.6661, 1.6094, 3.1816], [1.0429, -2.2208, -2.0508], [2.5154, -1.7476, -2.0774], [1.9352, -2.4451, -1.7524], [-3.4760, 2.2332, -0.8669], [-3.8595, 3.0118, 0.2836], [-3.1128, 2.4837, -0.0257], [3.0525, 2.1647, 0.5315], [2.1521, 0.9681, 0.2500], [3.0957, 1.2325, 0.3054]],
  "fmax_ha_per_bohr": 0.041,
  "e_above_lowest_kcal_mol": 31.0,
  "total_energy_ev": -20297.7549,
  "orbital_gap_ev": 9.2593,
  "lumo_energy_ha": 0.0056
}



{
  "formula": "C22H25N3O5S",
  "method": "ωB97M-V with the def2-TZVPD basis set",
  "species": ["C", "H", "H", "H", "C", "C", "C", "C", "C", "C", "C", "H", "H", "N", "C", "O", "C", "N", "C", "O", "C", "H", "O", "C", "C", "C", "C", "C", "C", "H", "S", "O", "O", "N", "C", "H", "H", "C", "H", "H", "C", "H", "H", "C", "H", "H", "H", "H", "H", "H", "H", "H", "H", "H", "H", "H"],
  "coordinates": [[-2.9322, 4.4540, -2.8101], [-3.3887, 4.8248, -3.7247], [-3.7120, 4.3102, -2.0658], [-2.2392, 5.2050, -2.4379], [-2.1983, 3.1373, -3.0737], [-1.5673, 2.6268, -1.8110], [-0.2818, 3.0105, -1.4523], [0.2951, 2.5777, -0.2730], [-0.4180, 1.7359, 0.5703], [-1.7120, 1.3552, 0.2306], [-2.2768, 1.8003, -0.9479], [-3.2800, 1.4938, -1.2054], [-2.2691, 0.7011, 0.8877], [0.1304, 1.2285, 1.7625], [1.4263, 0.8905, 1.9690], [2.3466, 1.1908, 1.2434], [1.6555, 0.0710, 3.2430], [0.5518, -0.8077, 3.5776], [0.0092, -0.7353, 4.8269], [0.3955, 0.0419, 5.6700], [-1.1088, -1.7379, 5.0725], [-1.7330, -1.3875, 5.8961], [-1.9622, -1.9150, 3.9614], [-1.3111, -2.1225, 2.7826], [-1.9750, -2.7783, 1.7548], [-1.3407, -2.9767, 0.5410], [-0.0359, -2.5523, 0.3786], [0.6383, -1.8922, 1.3863], [-0.0089, -1.6349, 2.5889], [1.6479, -1.5682, 1.2017], [0.7966, -2.8860, -1.1781], [1.4845, -4.1383, -1.0619], [-0.1811, -2.7569, -2.2244], [1.9458, -1.6632, -1.1886], [3.0808, -1.9351, -2.0537], [3.3075, -2.9986, -2.0133], [3.9324, -1.3583, -1.6816], [2.6348, -1.4443, -3.4325], [3.4757, -1.2097, -4.0817], [2.0236, -2.2143, -3.9033], [1.7758, -0.2145, -3.1055], [2.3386, 0.7071, -3.2480], [0.8850, -0.1779, -3.7284], [1.4026, -0.3846, -1.6182], [0.3243, -0.3877, -1.4562], [1.8527, 0.3975, -1.0023], [-1.8390, -3.4599, -0.2829], [-2.9859, -3.1106, 1.9263], [-0.6501, -2.6984, 5.3568], [2.5846, -0.4931, 3.1190], [1.7806, 0.7508, 4.0938], [-0.5534, 0.8881, 2.4241], [1.2942, 2.8803, -0.0082], [0.2802, 3.6606, -2.1065], [-2.9068, 2.4008, -3.4571], [-1.4296, 3.2996, -3.8313]],
  "fmax_ha_per_bohr": 0.025,
  "e_above_lowest_kcal_mol": 47.3,
  "total_energy_ev": -48763.5775,
  "orbital_gap_ev": 9.1877,
  "lumo_energy_ha": 0.0180
}